1.
Here is C45H52Cl2Ge2N5O4ReSi3 as an isolated structure at a distorted geometry from the OMol25 dataset. Energies are from ωB97M-V/def2-TZVPD.

Properties
* 2S+1: 4
* strongest force on any atom: 1.10 eV/Å
* charge: +1
* E_LUMO (alpha / beta): -3.56 / -3.97 eV
* highest occupied orbital energy (alpha / beta): -10.23 / -10.26 eV
* calculated total energy: -8341.56059 a.u.
* gap between HOMO and LUMO (alpha / beta): 6.67 / 6.29 eV

The geometry in XYZ format:
```
114
C45H52Cl2Ge2N5O4ReSi3 | the OMol25 dataset | ωB97M-V/def2-TZVPD
Re -0.0182 -0.3076 -0.0095
Cl 0.8114 5.2395 -3.9886
C 0.1492 4.1151 -2.8660
C 0.9335 3.0646 -2.4242
C 0.4102 2.1305 -1.5390
N 1.0911 0.9663 -1.0866
C 2.1960 0.4635 -1.7466
O 2.7598 0.9266 -2.7087
C 2.6578 -0.8249 -1.1265
C 3.9122 -1.3169 -1.3942
C 4.3489 -2.4434 -0.7113
C 3.4967 -3.0305 0.2075
C 2.2343 -2.5038 0.3942
N 1.8016 -1.4211 -0.2710
C -0.8832 2.2703 -1.0520
C -1.6556 3.3357 -1.4884
C -1.1581 4.2418 -2.4054
Cl -2.1881 5.5099 -2.9577
N -1.3893 1.2691 -0.1415
C -2.1610 1.8051 0.8749
O -2.2504 2.9859 1.1249
C -3.0655 0.9131 1.6989
C -3.2918 1.3294 3.0038
C -4.2991 0.7416 3.7439
C -5.0861 -0.2259 3.1406
C -4.8078 -0.5872 1.8386
N -3.8163 -0.0440 1.1267
H 1.9366 2.9580 -2.7999
H 4.5232 -0.7945 -2.1171
H 5.3377 -2.8429 -0.8915
H 3.7960 -3.8968 0.7799
H 1.5352 -2.9649 1.0713
H -2.6576 3.4846 -1.1183
H -2.6838 2.1309 3.3980
H -4.4785 1.0430 4.7676
H -5.9188 -0.6822 3.6579
H -5.4131 -1.3175 1.3224
C -3.7353 -4.3316 -1.6327
Si -4.5759 -3.1296 -0.4685
C -6.3845 -3.0161 -0.9442
C -4.5042 -3.7844 1.2878
Ge -3.6455 -0.8311 -0.9142
Si -2.1002 -1.0811 -2.9089
C -1.2166 0.2976 -3.8171
C -0.8887 -2.5054 -2.6907
C -3.5869 -1.5878 -3.9531
Si -5.0798 1.0903 -1.6507
C -6.6602 0.2029 -2.1393
C -5.4638 2.2753 -0.2569
C -4.3748 1.9388 -3.1559
H -4.4467 -5.1068 -1.9298
H -2.8908 -4.8189 -1.1414
H -3.3633 -3.8635 -2.5416
H -6.8789 -3.9602 -0.6945
H -6.5100 -2.8548 -2.0169
H -6.9167 -2.2168 -0.4261
H -4.7381 -4.8527 1.2494
H -5.2392 -3.3176 1.9445
H -3.5250 -3.6724 1.7469
H -0.1556 0.3539 -3.5637
H -1.6403 1.2845 -3.6572
H -1.2845 0.0825 -4.8880
H 0.1074 -2.1373 -2.4198
H -0.7789 -3.0438 -3.6370
H -1.1917 -3.2255 -1.9348
H -4.1116 -0.7011 -4.3142
H -4.3095 -2.2058 -3.4170
H -3.2533 -2.1520 -4.8296
H -7.1756 -0.2102 -1.2711
H -6.4615 -0.6116 -2.8387
H -7.3500 0.8983 -2.6296
H -6.0087 1.7719 0.5451
H -6.1005 3.0768 -0.6424
H -4.5817 2.7440 0.1815
H -4.7009 1.4369 -4.0686
H -3.2906 1.9682 -3.1527
H -4.7271 2.9732 -3.2064
O -0.5281 -3.3564 0.6773
N -1.5962 -2.9008 0.4590
O -1.6171 -1.5653 0.3436
C -1.5189 -4.0762 4.6184
C -0.1910 -4.1806 4.2308
C 0.4422 -3.1091 3.6160
C -0.2394 -1.9133 3.3862
C -1.5775 -1.8272 3.7725
C -2.2136 -2.8958 4.3885
Ge 0.5873 -0.3910 2.4897
C 2.5292 -0.3884 2.7422
C 3.3580 0.3263 1.8759
C 4.7162 0.4526 2.1301
C 5.2631 -0.1251 3.2683
C 4.4458 -0.8128 4.1533
C 3.0868 -0.9413 3.8950
C 0.0529 1.2461 3.4088
C -0.3714 1.2091 4.7383
C -0.5856 2.3873 5.4397
C -0.3694 3.6139 4.8232
C 0.0620 3.6619 3.5050
C 0.2748 2.4830 2.8045
H -2.0125 -4.9108 5.0993
H 0.3526 -5.1003 4.4058
H 1.4825 -3.2036 3.3231
H -2.1207 -0.9076 3.5995
H -3.2496 -2.8043 4.6923
H 2.9352 0.8094 1.0012
H 5.3442 1.0098 1.4459
H 6.3219 -0.0291 3.4698
H 4.8652 -1.2438 5.0535
H 2.4554 -1.4623 4.6058
H -0.5278 0.2552 5.2293
H -0.9176 2.3495 6.4698
H -0.5237 4.5320 5.3751
H 0.2361 4.6148 3.0222
H 0.6175 2.5287 1.7740
```

***

2.
Here is a 9-piece molecular cluster, C45H52N6O21S2 overall at a distorted geometry from the OMol25 dataset. Energies are from ωB97M-V/def2-TZVPD.

Properties
* 2S+1: 1
* strongest force on any atom: 4.83 eV/Å
* E_LUMO: -1.12 eV
* highest occupied orbital energy: -9.56 eV
* calculated total energy: -4450.14862 a.u.
* gap between HOMO and LUMO: 8.43 eV

The geometry in XYZ format:
```
126
C45H52N6O21S2 | the OMol25 dataset | ωB97M-V/def2-TZVPD
O 5.8560 -24.9995 20.8565
N 5.7465 -25.4554 19.7735
O 6.3202 -26.4275 19.3603
C 4.7023 -24.9722 18.8483
C 3.7704 -24.0355 19.2584
C 2.9721 -23.4982 18.2696
C 2.7482 -24.1586 17.0708
C 3.6346 -25.1346 16.6541
C 4.6582 -25.5191 17.5347
H 3.8370 -23.6795 20.2758
H 2.2669 -22.7103 18.4891
H 1.9576 -23.7128 16.4855
H 3.6100 -25.5922 15.6761
H 5.2980 -26.3586 17.3062
O 6.9694 -14.1181 19.0243
N 6.3752 -15.2042 18.8224
O 6.0132 -15.9924 19.7112
C 5.9418 -15.5005 17.5114
C 4.6684 -15.9279 17.1445
C 4.3434 -16.2638 15.8269
C 5.2561 -16.0040 14.8207
C 6.5474 -15.6071 15.1601
C 6.8785 -15.4610 16.4886
H 3.8574 -15.9114 17.8575
H 3.3925 -16.7463 15.6554
H 4.7936 -16.2453 13.8750
H 7.2789 -15.5254 14.3698
H 7.8972 -15.1758 16.7060
O -2.6340 -16.0279 14.8573
N -2.6071 -14.8371 14.3463
O -2.5754 -14.6084 13.1721
C -2.6715 -13.6658 15.2425
C -2.8415 -13.7381 16.6788
C -3.0745 -12.5738 17.4769
C -3.1665 -11.3450 16.8430
C -2.9106 -11.2351 15.4972
C -2.7342 -12.3546 14.6690
H -2.8236 -14.7143 17.1405
H -3.3032 -12.6647 18.5284
H -3.3666 -10.4586 17.4266
H -3.1812 -10.3353 14.9646
H -2.6539 -12.1332 13.6150
O 1.8156 -14.1260 19.4388
N 1.0525 -13.2806 19.7277
O 0.0992 -12.9074 18.9590
C 1.1591 -12.6001 20.9974
C 1.1311 -11.2069 21.1206
C 1.0558 -10.5946 22.3850
C 0.9711 -11.4350 23.5007
C 1.1697 -12.8076 23.4636
C 1.2648 -13.4119 22.1850
H 1.1359 -10.6151 20.2172
H 0.8065 -9.5548 22.5368
H 0.7521 -10.9853 24.4579
H 1.1270 -13.4153 24.3554
H 1.4017 -14.4767 22.0667
O 2.6885 -19.7074 15.0731
N 3.4883 -20.6465 15.1996
O 3.4635 -21.6826 14.4654
C 4.5995 -20.6798 16.2549
C 4.8930 -19.6139 17.1312
C 5.9114 -19.6900 18.1474
C 6.7247 -20.8413 18.0939
C 6.4715 -21.8441 17.1776
C 5.4048 -21.8282 16.3858
H 4.2831 -18.7353 16.9820
H 6.0506 -18.8854 18.8542
H 7.5240 -21.1389 18.7564
H 7.2330 -22.5818 16.9720
H 5.2956 -22.6774 15.7276
O -1.0699 -15.4539 22.2026
N -1.7818 -16.1417 22.9406
O -1.7770 -17.4127 22.9859
C -2.5514 -15.3972 23.9555
C -3.3369 -16.1434 24.8132
C -3.9958 -15.4861 25.8955
C -3.9522 -14.1069 26.0357
C -3.3066 -13.3823 25.0192
C -2.5576 -13.9562 24.0528
H -3.4119 -17.2195 24.7600
H -4.5071 -16.0752 26.6424
H -4.3776 -13.6136 26.8972
H -3.2486 -12.3070 25.1018
H -2.0032 -13.2540 23.4477
C -3.0997 -18.9435 15.1736
C -4.2417 -18.8564 16.2070
O -3.7872 -19.6994 17.3010
S -4.1831 -19.1416 18.8964
C -5.9458 -19.7639 18.8872
O -3.5064 -20.0197 19.8553
O -4.1089 -17.7272 18.9466
H -2.1752 -18.6288 15.6576
H -3.2421 -18.2770 14.3230
H -3.1595 -19.9418 14.7400
H -4.4502 -17.8089 16.4249
H -5.1880 -19.3360 15.9570
H -6.0244 -20.6643 18.2779
H -6.5158 -18.9529 18.4340
H -6.2067 -19.9400 19.9307
C -0.5194 -20.9815 17.1540
C 0.4324 -19.8130 17.1758
O -0.1076 -19.0299 18.1903
S 0.7752 -17.6674 18.6742
C -0.6468 -16.7177 19.4444
O 1.7479 -18.1051 19.6909
O 1.2195 -16.8555 17.5316
H -0.7970 -21.3342 16.1607
H -1.5093 -20.7268 17.5326
H -0.1595 -21.8790 17.6571
H 1.4441 -20.1969 17.3071
H 0.3506 -19.1826 16.2904
H -1.3161 -16.5309 18.6046
H -0.2083 -15.8160 19.8720
H -0.8430 -17.4671 20.2112
C 0.6599 -15.2778 9.3370
O 0.0935 -15.8781 10.4461
C 0.8257 -15.9791 11.6090
O 1.9515 -15.5497 11.7849
O 0.1145 -16.6536 12.4707
C 0.7725 -16.9587 13.7054
H -0.0361 -15.1122 8.5146
H 1.6049 -15.7301 9.0362
H 0.9056 -14.2821 9.7062
H 0.9434 -15.9486 14.0776
H 1.7206 -17.4895 13.6193
H 0.0228 -17.3846 14.3721
```

***

3.
Here is C45H54CsN7S as an isolated structure from the OMol25 dataset. Energies are from ωB97M-V/def2-TZVPD.

Properties
* 2S+1: 1
* strongest force on any atom: 0.86 eV/Å
* charge: -2
* E_LUMO: 3.20 eV
* highest occupied orbital energy: -1.16 eV
* calculated total energy: -2548.74895 a.u.
* gap between HOMO and LUMO: 4.37 eV

The geometry in XYZ format:
```
108
C45H54CsN7S | the OMol25 dataset | ωB97M-V/def2-TZVPD
Cs -1.4164 -1.1641 -0.6446
C -1.9919 0.1729 3.3452
C -2.1568 1.6996 3.3244
C -2.3521 2.2329 1.8821
N -3.1014 1.2593 1.1267
C -4.1577 1.5792 0.4696
C -4.6380 2.9111 0.1681
C -5.9342 3.3557 0.0593
C -7.1455 2.6775 0.2125
C -7.2642 1.2918 0.3634
C -6.3317 0.2910 0.2384
C -4.9243 0.3956 -0.0921
N -4.2292 -0.4914 -0.7116
C -4.8903 -1.6449 -1.2977
C -4.8843 -2.9218 -0.4242
C -3.6352 -3.8320 -0.4886
N -2.6007 -3.4802 0.4688
C -2.5337 -4.0899 1.6017
C -3.4815 -5.0550 2.1112
C -3.2701 -6.0687 3.0175
C -2.1081 -6.5039 3.6610
C -0.8670 -5.8610 3.5894
C -0.5316 -4.6294 3.0864
C -1.4239 -3.6306 2.5285
N -1.3543 -2.3602 2.6915
C -0.3814 -1.7885 3.5934
C -0.9312 -0.4848 4.2318
H -1.8497 -0.1691 2.3265
H -2.9555 -0.2823 3.5780
H -1.3080 2.2119 3.7985
H -3.0381 1.9886 3.9048
H -1.3694 2.3596 1.4069
H -2.8189 3.2267 1.9206
H -3.8613 3.6614 0.0635
H -6.0217 4.4254 -0.1319
H -8.0559 3.2660 0.2195
H -8.2732 0.9363 0.5739
H -6.6968 -0.7217 0.3653
H -4.3730 -1.8693 -2.2397
H -5.9308 -1.4025 -1.5538
H -5.7453 -3.5224 -0.7411
H -5.0613 -2.6426 0.6187
H -3.2020 -3.7525 -1.4954
H -3.9421 -4.8789 -0.3621
H -4.4836 -4.9780 1.7057
H -4.1575 -6.6680 3.2230
H -2.1688 -7.4197 4.2376
H -0.0363 -6.4064 4.0380
H 0.5064 -4.3275 3.1788
H 0.5314 -1.5467 3.0292
H -0.0829 -2.4918 4.3846
H -0.0935 0.1965 4.4277
H -1.3470 -0.7154 5.2185
C 4.0651 4.0638 3.8785
C 4.4732 3.4090 2.5589
C 4.7942 4.5163 1.5473
C 5.7305 2.5647 2.8018
C 3.3690 2.5158 2.0016
C 2.1593 2.3017 2.6447
C 1.2179 1.4692 2.0513
N 1.3972 0.8509 0.8966
C 2.5581 1.0408 0.2637
C 3.5551 1.8611 0.7856
C 2.7163 0.3339 -1.0475
C 3.8718 0.4772 -1.8218
C 3.9646 -0.1697 -3.0470
C 2.8811 -0.9529 -3.4274
C 1.7746 -1.0413 -2.6014
N 1.6824 -0.4039 -1.4369
C 5.1749 -0.0404 -3.9696
C 6.2721 0.8398 -3.3709
C 5.7606 -1.4335 -4.2319
C 4.7215 0.5828 -5.2961
H 4.8732 4.7055 4.2365
H 3.8636 3.3187 4.6497
H 3.1735 4.6814 3.7597
H 5.5813 5.1647 1.9412
H 3.9134 5.1276 1.3450
H 5.1409 4.1069 0.5981
H 6.5291 3.1912 3.2081
H 6.0937 2.1125 1.8784
H 5.5295 1.7602 3.5109
H 1.9175 2.7639 3.5914
H 0.2658 1.2980 2.5353
H 4.4815 1.9992 0.2481
H 4.6851 1.0979 -1.4813
H 2.8633 -1.4907 -4.3668
H 0.9240 -1.6417 -2.9080
H 6.6395 0.4390 -2.4239
H 5.9214 1.8593 -3.1990
H 7.1159 0.8900 -4.0630
H 6.0729 -1.9037 -3.2975
H 6.6312 -1.3598 -4.8893
H 5.0323 -2.0898 -4.7072
H 4.3149 1.5826 -5.1334
H 3.9456 -0.0144 -5.7741
H 5.5674 0.6606 -5.9850
S -0.7363 -2.5088 -4.5312
C -0.7903 -0.7933 -4.7511
C -0.8067 -0.2165 -6.0457
C -0.8173 1.1485 -6.1993
C -0.8135 1.9689 -5.0700
C -0.8043 1.3357 -3.8398
N -0.7918 0.0175 -3.6704
H -0.8099 -0.8792 -6.9005
H -0.8319 1.5743 -7.1980
H -0.8307 3.0489 -5.1319
H -0.8118 1.9221 -2.9233
```

***

4.
Here is C45H55BCaCl7N8O2 as an isolated structure at a distorted geometry from the OMol25 dataset. Energies are from ωB97M-V/def2-TZVPD.

Properties
* 2S+1: 1
* strongest force on any atom: 2.12 eV/Å
* charge: -1
* E_LUMO: 2.33 eV
* highest occupied orbital energy: -5.86 eV
* calculated total energy: -6260.43927 a.u.
* gap between HOMO and LUMO: 8.18 eV

The geometry in XYZ format:
```
119
C45H55BCaCl7N8O2 | the OMol25 dataset | ωB97M-V/def2-TZVPD
Ca 0.2655 0.3800 0.3415
C 0.8345 -1.0130 -3.7035
C -0.5573 -1.6448 -3.6981
C -1.6089 -0.5945 -4.0440
C -0.8482 -2.3171 -2.3890
C -1.2616 -3.6483 -2.2671
C -1.3473 -3.8897 -0.9089
C -1.7072 -5.2122 -0.2925
C -3.0913 -5.7017 -0.7361
C -0.6709 -6.2742 -0.6778
N -0.9987 -2.7376 -0.2810
N -0.7113 -1.7849 -1.1802
B -0.8937 -2.4622 1.2393
N 0.5626 -2.2360 1.7017
N 1.1777 -1.0528 1.8379
C 2.3737 -1.2696 2.3734
C 2.5431 -2.6433 2.5719
C 1.3731 -3.2283 2.1394
C 1.0693 -4.6932 2.2219
C 2.3055 -5.5201 1.8576
C 0.6001 -5.0381 3.6398
C 3.4085 -0.2565 2.7789
C 2.9243 1.1827 2.7375
C 3.8769 -0.5576 4.2104
N -1.9059 -1.3611 1.6195
N -1.7559 -0.0446 1.4180
C -2.8362 0.5774 1.8897
C -3.7260 -0.3856 2.3755
C -3.1035 -1.6040 2.1982
C -3.6601 -2.9173 2.6587
C -3.5984 -2.9743 4.1890
C -5.0959 -3.1010 2.1648
C -2.9913 2.0582 2.1222
C -2.7859 2.9708 0.9161
C -4.3476 2.3816 2.7487
H 1.0133 -0.5194 -4.6586
H 1.5984 -1.7742 -3.5567
H 0.9102 -0.2788 -2.9032
H -0.5909 -2.4317 -4.4644
H -1.4662 0.2584 -3.3901
H -2.6140 -0.9959 -3.9134
H -1.4980 -0.2740 -5.0796
H -1.4646 -4.3446 -3.0593
H -1.7252 -5.1216 0.7946
H -3.1351 -5.8035 -1.8192
H -3.8717 -5.0143 -0.4162
H -3.2832 -6.6800 -0.2926
H -0.6942 -6.4540 -1.7486
H -0.8962 -7.2099 -0.1698
H 0.3354 -5.9637 -0.4153
H -1.2402 -3.4380 1.8100
H 3.4022 -3.1456 2.9678
H 0.2767 -4.9409 1.5204
H 3.0926 -5.3719 2.5927
H 2.6829 -5.2255 0.8809
H 2.0585 -6.5809 1.8324
H 1.3687 -4.7635 4.3584
H 0.4047 -6.1061 3.7208
H -0.3079 -4.4940 3.8897
H 4.2660 -0.3597 2.0975
H 2.0898 1.3032 3.4239
H 2.5970 1.4658 1.7416
H 3.7322 1.8507 3.0410
H 3.0260 -0.5199 4.8871
H 4.5959 0.1916 4.5360
H 4.3426 -1.5362 4.2912
H -4.6900 -0.2363 2.8128
H -3.0691 -3.7421 2.2602
H -4.1852 -2.1686 4.6246
H -2.5706 -2.8621 4.5276
H -3.9910 -3.9251 4.5465
H -5.7513 -2.3337 2.5687
H -5.4723 -4.0726 2.4789
H -5.1296 -3.0494 1.0783
H -2.2205 2.3062 2.8544
H -3.6531 2.9429 0.2595
H -1.9028 2.6791 0.3607
H -2.6526 3.9964 1.2613
H -5.1497 2.1074 2.0659
H -4.4127 3.4494 2.9426
H -4.4815 1.8587 3.6917
Cl 2.3260 -2.1751 -0.8492
C 3.1894 -0.6853 -0.8250
C 2.4647 0.5022 -0.7356
C 3.2657 1.6428 -0.7751
Cl 2.4969 3.1802 -0.6376
C 4.6548 1.6325 -0.8881
Cl 5.5638 3.1012 -0.9401
C 5.3209 0.4135 -0.9234
Cl 7.0408 0.3572 -0.9852
C 4.5787 -0.7600 -0.8891
Cl 5.3946 -2.2819 -0.9052
C 2.0986 3.9586 -3.7485
C 1.2468 4.9692 -3.3344
C -0.0240 4.6383 -2.8956
C -0.4054 3.2952 -2.8782
N 0.4232 2.3299 -3.2598
C 1.6319 2.6523 -3.6736
C -1.7778 2.8831 -2.5259
C -2.8594 3.6929 -2.8809
C -4.1409 3.2424 -2.6266
C -4.3094 1.9966 -2.0427
C -3.1734 1.2784 -1.6972
N -1.9461 1.7089 -1.9254
H 3.0993 4.1763 -4.0945
H 1.5596 6.0043 -3.3578
H -0.6960 5.4099 -2.5580
H 2.2496 1.8161 -3.9815
H -2.6981 4.6434 -3.3684
H -4.9944 3.8520 -2.8903
H -5.2963 1.6007 -1.8561
H -3.2498 0.3119 -1.2191
Cl 1.9127 4.4519 3.0414
C 0.2451 4.1273 2.5566
Cl -0.8487 4.5560 3.8665
C 0.1252 2.5949 2.1887
O -0.0092 1.8075 3.1067
O 0.2019 2.3945 0.9672
H 0.0176 4.7643 1.6999
```

***

- Among the records above, which one has the highest 2S+1?
  C45H52Cl2Ge2N5O4ReSi3

***

- What is the 2S+1 in the fourth record?
  1